No. 1
ORCA calculation (ωB97M-V/def2-TZVPD) on a cluster of 2 separate species, C4H14N2O in total.

XYZ file:
```
21
Properties=species:S:1:pos:R:3:lowdin_charge:R:1
N 0.09391 -0.00334 1.79795 0.032
C -0.00933 -1.10947 0.82332 -0.465
C -1.46071 -1.50033 0.60918 -0.065
C 0.62316 -0.74492 -0.51605 -0.245
N 2.02957 -0.36339 -0.33542 -0.115
C 2.41149 0.71972 -1.27146 -0.130
H 1.07012 0.05839 2.07411 0.060
H 0.00534 0.84404 1.24549 0.058
H 0.62514 -1.91289 1.18323 0.131
H -1.98581 -1.69374 1.53737 0.078
H -1.88410 -0.64445 0.07383 0.071
H -1.47973 -2.28614 -0.12203 0.066
H 0.52037 -1.61172 -1.12902 0.105
H 0.08403 0.04523 -1.03849 0.114
H 2.60371 -1.14641 -0.62191 0.096
H 1.99612 1.64113 -0.90231 0.065
H 2.04079 0.52117 -2.27952 0.075
H 3.47785 0.90037 -1.26316 0.071
H -4.05921 2.13123 0.12734 0.030
H -2.87783 3.08890 -0.09723 0.032
O -3.82487 3.06661 0.10479 -0.064
```

Properties
Relative energy (zero: lowest compared OMol25 entry of this formula, charge and spin) in kJ/mol: 139.44
Highest occupied orbital energy in eV: -9.26
Orbital gap in eV: 9.87

***

No. 2
ORCA calculation (ωB97M-V/def2-TZVPD) on a cluster of 2 separate species, C5H14O in total.

XYZ file:
```
20
Properties=species:S:1:pos:R:3:lowdin_charge:R:1
C 0.71858 1.31754 -0.95327 -0.124
C -1.63618 0.54216 -0.43583 -0.124
C -0.35786 1.16766 0.12118 -0.318
H 0.97423 0.32953 -1.37168 0.059
H 1.63350 1.76998 -0.53516 0.083
H 0.34962 1.96066 -1.76991 0.082
H -1.41901 -0.45853 -0.84579 0.059
H -2.40192 0.44117 0.35160 0.083
H -2.04363 1.17260 -1.24400 0.082
H 0.03084 0.53526 0.94243 0.046
H -0.59248 2.16302 0.54503 0.114
O 0.31760 -1.12697 -0.24348 -0.336
C 1.59608 -0.85512 0.29527 -0.144
C -0.56458 -1.56659 0.77000 -0.144
H 2.24367 -0.51738 -0.53128 0.095
H 2.04535 -1.75435 0.74931 0.100
H 1.55492 -0.05916 1.05774 0.097
H -0.20766 -2.49623 1.24433 0.100
H -0.69809 -0.80104 1.55276 0.097
H -1.54300 -1.76427 0.30071 0.095
```

Properties
Relative energy (zero: lowest compared OMol25 entry of this formula, charge and spin) in kJ/mol: 250.73
Highest occupied orbital energy in eV: -10.03
Orbital gap in eV: 11.11

***

No. 3
ORCA calculation (ωB97M-V/def2-TZVPD) on a structure of composition C8H9F5IrNO5.

XYZ file:
```
29
Properties=species:S:1:pos:R:3:lowdin_charge:R:1
Ir -0.03045 -0.42769 0.45166 1.485
O 1.14672 1.48070 -0.31644 -0.107
C 2.41790 1.22828 0.29018 -0.196
C 2.84765 -0.08663 -0.28401 -0.112
N 1.84049 -1.15508 -0.01717 -0.248
C 1.65374 -1.98552 -1.23744 -0.063
C 0.79024 -1.18028 -2.20233 -0.632
O 1.05389 -1.01796 -3.36528 0.102
O -0.24082 -0.70773 -1.55702 -0.168
C 2.12461 -1.98965 1.17570 -0.070
C 0.88630 -2.77328 1.62198 -0.611
O 0.96916 -3.90032 2.03003 0.114
O -0.22787 -2.08329 1.55810 -0.155
H 0.79730 2.33204 -0.02507 0.115
H 3.13052 2.01159 0.02837 0.140
H 2.31678 1.17805 1.37379 0.107
H 2.93092 0.02311 -1.36527 0.141
H 3.82011 -0.39482 0.10301 0.147
H 2.61068 -2.26335 -1.67896 0.146
H 1.11260 -2.88939 -0.95444 0.145
H 2.94023 -2.68950 0.98483 0.143
H 2.41005 -1.32050 1.99020 0.140
F -0.69031 1.94598 1.72708 0.009
C -0.26394 0.70901 2.20297 -0.444
F 0.87888 0.96842 2.93123 0.017
C -1.30583 0.29085 3.24773 -0.618
F -1.53605 1.26200 4.13882 0.162
F -2.46495 0.01530 2.62419 0.143
F -0.90720 -0.78908 3.91205 0.168
```

Properties
Relative energy (zero: lowest compared OMol25 entry of this formula, charge and spin) in kJ/mol: 86.07
Highest occupied orbital energy in eV: -9.33
Orbital gap in eV: 7.60

***

No. 4
ORCA calculation (ωB97M-V/def2-TZVPD) on a cluster of 2 separate species, C4H12NO2 in total.

XYZ file:
```
19
Properties=species:S:1:pos:R:3:lowdin_charge:R:1
C -0.01692 -0.00505 -1.55477 -0.103
C -0.10242 1.39236 -0.89117 -0.307
N -0.48070 1.60808 0.47597 -0.114
C 0.31404 1.03164 1.54221 -0.240
C 0.27710 -0.54647 1.53875 -0.539
O -0.92274 -1.04822 1.20169 -0.338
H 0.41196 -0.66912 -0.83031 0.002
H -0.98697 -0.16450 -2.01015 0.069
H 0.79084 0.10956 -2.28386 0.064
H -0.71106 2.05892 -1.51796 0.091
H 0.87058 1.90417 -0.99056 0.093
H -1.45034 1.42469 0.68952 0.091
H 1.37573 1.24228 1.35161 0.090
H -0.06814 1.35577 2.50638 0.088
H 0.62746 -0.90235 2.54447 0.073
H 1.08058 -0.89344 0.81543 0.059
H 0.34619 -2.66378 -0.42981 0.006
H -1.03229 -2.29679 -1.09951 0.006
O -0.32292 -2.93774 -1.05794 -0.093
```

Properties
Relative energy (zero: lowest compared OMol25 entry of this formula, charge and spin) in kJ/mol: 149.71
Highest occupied orbital energy in eV: -2.66
Total charge: -1
Orbital gap in eV: 6.89

***

No. 5
ORCA calculation (ωB97M-V/def2-TZVPD) on an isolated molecule of C19H17N5OS.

XYZ file:
```
43
Properties=species:S:1:pos:R:3:lowdin_charge:R:1
N -4.91967 -1.11812 1.12960 0.133
C -3.78023 -1.45838 0.47209 -0.396
C -3.19010 -2.69339 0.57336 0.031
C -1.95400 -2.95891 -0.07983 -0.477
O -1.30084 -3.98184 -0.06650 0.040
N -1.46465 -1.85393 -0.83080 0.158
C -2.11595 -0.68725 -0.86921 -0.631
N -3.23515 -0.45042 -0.26564 0.076
S -1.54147 0.70331 -1.77987 1.028
C 0.02011 0.15029 -2.60154 -0.325
C 1.06226 -0.29289 -1.65437 -0.357
N 1.26613 -1.56167 -1.41177 0.145
C 2.27316 -1.61521 -0.48623 -0.205
C 2.87066 -2.70801 0.13075 -0.001
C 3.86790 -2.44926 1.04558 -0.091
C 4.26730 -1.14446 1.34725 -0.092
C 3.68181 -0.04773 0.74863 -0.021
C 2.67696 -0.29672 -0.17387 -0.167
N 1.88970 0.52965 -0.94447 0.019
C 1.81452 1.96375 -0.85601 -0.074
C 0.61084 2.41070 -0.05544 -0.246
C -0.09570 3.54453 -0.42979 -0.072
C -1.21751 3.93408 0.27912 -0.084
C -1.64775 3.18843 1.36265 -0.083
C -0.94157 2.06206 1.74679 -0.072
C 0.18730 1.67841 1.04608 -0.046
H 0.73081 0.79505 1.35186 0.118
H -1.27198 1.47484 2.59038 0.108
H -2.53314 3.48246 1.90548 0.103
H -1.76354 4.81459 -0.02445 0.104
H 0.22834 4.11933 -1.28572 0.112
H 2.73532 2.31624 -0.37994 0.133
H 1.76983 2.39104 -1.86325 0.129
H 3.99222 0.95627 0.99825 0.106
H 5.05216 -0.99097 2.07284 0.101
H 4.35501 -3.27115 1.54826 0.101
H 2.54652 -3.70872 -0.10199 0.117
H -0.22655 -0.66613 -3.27896 0.092
H 0.32486 1.02710 -3.17095 0.080
H -0.53338 -1.99762 -1.24100 0.100
H -3.63065 -3.48150 1.16046 0.109
H -5.50296 -1.84990 1.49462 0.099
H -5.35693 -0.25793 0.84753 0.097
```

Properties
Relative energy (zero: lowest compared OMol25 entry of this formula, charge and spin) in kJ/mol: 0.00
Highest occupied orbital energy in eV: -8.04
Orbital gap in eV: 8.50

***

No. 6
ORCA calculation (ωB97M-V/def2-TZVPD) on a structure of composition C11H24BF4HgN3NbO.

XYZ file:
```
46
Properties=species:S:1:pos:R:3:mulliken_spin:R:1
N 1.82895 -0.63763 0.02269 0.001
C 3.05476 -0.88535 0.30478 -0.001
O 3.71318 -1.37553 1.20932 0.006
Hg 4.35402 -0.30119 -1.41871 -0.003
Nb 0.03852 -0.06332 0.06191 -0.105
N -0.79288 -1.67693 -0.70798 0.755
N -0.13829 1.79457 -0.63520 0.076
C -0.37061 -3.10167 -0.67076 -0.042
C 0.29660 3.09873 -0.09073 -0.006
C 0.77588 -3.26583 -1.67151 0.093
C -1.51655 -4.01766 -1.07638 -0.002
C 0.11329 -3.44963 0.74771 0.126
C 0.30475 4.18637 -1.16880 0.002
C -0.69168 3.53630 0.98985 0.007
C 1.68437 2.97045 0.51010 0.004
H 0.41676 -3.00807 -2.67951 -0.007
H 1.12407 -4.31038 -1.65791 0.001
H 1.61599 -2.60669 -1.42331 -0.006
H -2.33874 -3.98146 -0.34847 0.006
H -1.12879 -5.04994 -1.11167 -0.002
H -1.87982 -3.74705 -2.07945 0.002
H 1.02623 -2.89562 1.00894 -0.003
H 0.33823 -4.52734 0.78891 0.008
H -0.66543 -3.22233 1.49202 -0.005
H 0.86749 3.88577 -2.06208 0.000
H 0.78127 5.09421 -0.76831 0.000
H -0.70714 4.46530 -1.47010 0.000
H -1.69231 3.63113 0.56185 0.000
H -0.37845 4.50217 1.40501 0.000
H -0.72241 2.79838 1.80479 0.000
H 1.68830 2.41286 1.44779 0.000
H 2.07046 3.96869 0.74733 0.000
H 2.40260 2.50061 -0.16770 -0.001
C -1.28072 1.89688 -1.56859 0.010
H -1.50105 0.92186 -2.01806 0.001
H -2.19823 2.27973 -1.09282 0.003
H -1.04231 2.58391 -2.39724 0.002
C -2.23333 -1.33699 -0.73829 -0.022
H -2.82804 -2.01967 -0.11365 0.033
H -2.39467 -0.31579 -0.33813 0.009
H -2.62937 -1.34935 -1.76670 0.046
F 0.33768 0.06580 2.00357 0.012
B 0.09065 0.12965 3.94225 0.001
F 1.32797 -0.32648 4.22147 0.001
F -0.15822 1.46437 3.93582 0.000
F -0.96296 -0.71588 4.03596 0.000
```

Properties
<S²>: 0.76
Relative energy (zero: lowest compared OMol25 entry of this formula, charge and spin) in kJ/mol: 0.00
Highest occupied orbital energy (spin up / spin down) in eV: -16.22 / -16.15
Total charge: +2
Multiplicity: 2
Orbital gap (spin up / spin down) in eV: 7.24 / 4.72

***

No. 7
ORCA calculation (ωB97M-V/def2-TZVPD) on a structure of composition C12H16F6IrN2O5S2Si2.

XYZ file:
```
46
Properties=species:S:1:pos:R:3:mulliken_spin:R:1
Ir -0.76642 0.92327 -0.39186 -0.008
C -2.58708 -2.03204 -0.26645 0.010
Si -1.80663 -0.82189 0.89671 -0.025
C -2.88755 -0.27152 2.30106 0.004
C -0.16968 -1.54924 1.59216 0.203
C -0.05304 -2.96388 1.87587 0.227
C 1.10986 -3.54677 2.41557 0.050
C 2.18737 -2.74427 2.64715 0.154
C 2.09558 -1.34658 2.34358 0.227
C 0.92411 -0.74334 1.81537 0.097
Si 0.85843 1.12769 1.41602 0.000
C 2.41399 1.74793 0.63510 0.003
C 0.30523 2.06366 2.91829 -0.001
H -3.05941 -2.84373 0.29374 0.000
H -1.86728 -2.45400 -0.96764 0.000
H -3.37658 -1.54789 -0.84629 0.001
H -3.15323 -1.13952 2.90977 0.000
H -3.82337 0.14874 1.92446 0.001
H -2.41805 0.46037 2.95766 0.001
H -0.89160 -3.61490 1.65070 0.011
H 1.13937 -4.60808 2.62045 0.004
H 3.11024 -3.14213 3.04824 0.002
H 2.97193 -0.73656 2.53821 0.018
H 3.25477 1.64095 1.32666 -0.001
H 2.31710 2.81283 0.41224 0.000
H 2.65368 1.22897 -0.29010 0.000
H 1.12306 2.02620 3.64420 0.000
H -0.57771 1.64018 3.39594 0.000
H 0.12582 3.12094 2.71237 0.000
O -2.22988 2.72762 1.20343 0.000
N -1.63482 2.14112 0.46433 0.000
F 0.25319 3.14083 -5.02620 0.000
C -0.87546 2.97934 -4.37729 0.000
F -1.83438 2.57007 -5.16860 0.000
F -1.21878 4.07778 -3.73695 0.000
S -0.60822 1.69807 -3.05115 0.000
O 0.37976 2.20755 -2.08383 0.000
O -1.89319 1.48699 -2.37141 0.000
N -0.12803 0.41439 -3.80115 0.000
S 0.36035 -0.79694 -2.92843 0.002
O -0.02850 -2.05814 -3.42541 0.000
O 0.04270 -0.61263 -1.44293 0.023
C 2.25070 -0.71413 -2.95415 -0.001
F 2.69341 -1.81718 -3.49968 0.000
F 2.68629 -0.62244 -1.69724 -0.001
F 2.63195 0.34227 -3.63252 0.000
```

Properties
<S²>: 0.77
Relative energy (zero: lowest compared OMol25 entry of this formula, charge and spin) in kJ/mol: 74.98
Highest occupied orbital energy (spin up / spin down) in eV: -16.74 / -16.73
Total charge: +2
Multiplicity: 2
Orbital gap (spin up / spin down) in eV: 8.26 / 5.91